Formula: C13H18Si
Source: OMol25
Level of theory: ωB97M-V/def2-TZVPD

Last column: Mulliken charge in e.
CARTESIAN COORDINATES (ANGSTROEM)
H: 1.814 -1.584 -3.427  0.3195
C: 0.918 -3.466 0.163  0.0387
H: 0.776 -4.083 -0.756  0.2593
H: -0.407 4.221 1.095  0.3239
H: -2.856 3.000 -2.180  0.3620
H: -3.183 0.895 0.807  0.2387
H: 2.118 -0.349 -2.276  0.3652
Si: -1.444 2.433 -0.201  0.3963
H: -2.420 4.580 -1.405  0.3221
H: 0.163 4.219 -0.560  0.3414
C: 1.607 -3.047 2.401  -0.1407
C: -0.198 -0.081 -1.401  -0.2574
C: -2.658 3.500 -1.278  -1.1530
C: -2.344 1.569 1.285  -0.8863
C: 1.698 -1.669 2.120  -0.9380
C: -0.059 3.600 0.274  -1.0261
H: -0.082 -2.378 -2.102  0.5168
H: 1.728 -3.322 3.422  0.3780
C: 1.178 -3.944 1.420  -0.7757
H: 0.843 3.062 0.556  0.2868
H: -3.612 3.623 -0.643  0.2831
C: 0.645 -1.717 -1.562  0.2639
C: -0.848 0.945 -1.185  -0.3790
H: 1.850 -1.131 3.018  0.3562
C: 1.326 -1.235 0.915  -0.1763
H: 1.160 -0.254 0.578  0.5413
H: 2.619 -2.105 -1.985  0.4275
C: 1.908 -1.422 -2.353  -1.3102
H: 1.016 -4.976 1.757  0.3323
C: 0.989 -2.105 -0.164  0.1334
H: -2.779 2.268 1.977  0.3625
H: -1.468 0.953 1.688  0.1938

The calculation puts the HOMO energy at -9.116 eV. As for the SMILES: C[C@H](C#C[Si](C)(C)C)c1ccccc1. The value obtained for the molar mass is 202.4 g/mol. Its total energy is -21647.67014 eV. The energy relative to the best compared isomer or geometry (same formula, charge and spin) is 59.6 kcal per mole.


Formula: C8H11NOS
Source: OMol25
Level of theory: ωB97M-V/def2-TZVPD

Last column: Mulliken charge in e.
CARTESIAN COORDINATES (ANGSTROEM)
H: 2.902 -0.743 0.852  0.3635
H: 2.704 -1.606 -0.634  0.3711
C: 2.166 -1.170 0.170  -1.2361
H: 1.251 2.790 -2.194  0.2599
C: 1.221 -0.138 -0.576  0.5257
O: -0.769 -1.777 0.788  -0.3928
H: -3.053 1.332 -1.082  0.3505
C: -1.110 0.631 -0.907  0.5579
S: -1.446 -1.617 2.091  0.1369
C: 0.823 1.888 -1.672  -0.4138
H: -0.535 -0.721 3.882  0.2624
H: 1.645 -1.806 0.936  0.2103
H: 0.210 -2.222 3.623  0.2301
C: -0.150 -0.136 -0.338  0.4525
H: -3.117 0.356 0.290  0.3057
N: -0.187 -1.400 3.209  -0.5101
C: -0.534 1.770 -1.564  -0.5505
H: 2.858 1.099 -1.516  0.2348
H: -1.281 2.437 -2.134  0.2213
C: -2.544 0.433 -0.684  -1.3038
H: -2.787 -0.376 -1.352  0.3035
C: 1.732 0.978 -1.188  -0.3792

The calculation puts the HOMO energy (spin up / spin down) at -7.601 / -7.250 eV. The value obtained for the molar mass is 169.2 g/mol. Its total energy is -22842.87002 eV. The energy relative to the best compared isomer or geometry (same formula, charge and spin) is 97.2 kcal per mole.


Formula: C2H4ClFS
Source: OMol25
Level of theory: ωB97M-V/def2-TZVPD

Last column: Mulliken charge in e.
CARTESIAN COORDINATES (ANGSTROEM)
H: 0.852 0.593 1.400  0.2863
C: -1.114 0.357 -0.760  -0.2071
H: -1.935 0.085 -1.446  0.2403
S: -0.590 -1.213 -0.046  -0.0989
F: -1.384 1.196 0.212  -0.2493
H: 1.709 -1.178 1.526  0.3116
H: -0.385 0.863 -1.305  0.2584
C: 1.314 -0.337 0.802  -0.4455
Cl: 2.254 0.180 -0.495  -0.0956

The calculation puts the HOMO energy at -9.325 eV. As for the SMILES: FCSCCl. The value obtained for the molar mass is 114.6 g/mol. Its total energy is -28212.08013 eV. The energy relative to the best compared isomer or geometry (same formula, charge and spin) is 43.1 kcal per mole.


Formula: C6H43NO14
Source: OMol25
Level of theory: ωB97M-V/def2-TZVPD

Last column: Mulliken charge in e.
CARTESIAN COORDINATES (ANGSTROEM)
H: 3.710 2.801 -1.049  0.3072
H: -1.423 -2.609 -1.723  0.3084
H: -2.142 1.445 -2.785  0.3972
H: 1.541 3.421 0.998  0.2607
H: -0.913 1.774 2.698  0.2201
H: -4.036 -1.412 1.852  0.3941
C: 0.812 2.494 1.044  -1.3925
N: 1.856 -0.602 -0.285  -0.3274
H: 1.056 -2.628 -0.705  0.3227
H: 1.827 -4.589 0.706  0.2514
O: -4.137 -0.358 -2.547  -0.7638
O: -1.142 -3.165 0.846  -0.4705
O: 4.073 2.546 0.798  -0.6746
H: -0.186 2.884 1.220  0.2773
H: -0.531 -0.424 -2.938  0.2285
H: 2.516 1.378 -2.913  0.3464
H: -0.177 -0.257 -0.558  0.3248
H: 0.069 -1.438 2.825  0.2288
H: -1.828 -2.473 0.757  0.2877
O: -2.233 -2.257 -1.891  -0.6660
H: 1.020 1.957 1.929  0.4856
H: -2.320 1.135 2.773  0.2548
H: -4.182 -0.207 -0.728  0.2625
H: 3.508 -2.966 0.044  0.3710
O: 2.203 0.670 -3.467  -0.7740
H: 0.387 0.832 -3.183  0.2622
H: 0.222 2.190 -0.868  0.2139
H: 2.817 -4.363 2.233  0.4451
H: 4.137 2.979 1.581  0.2642
C: 1.416 -2.119 0.138  0.5593
H: -3.188 -0.445 -2.887  0.3027
O: -2.790 2.068 -2.546  -0.6190
H: -2.609 -1.590 -1.207  0.2952
H: -3.896 0.758 0.321  0.4091
H: -3.129 2.674 -0.993  0.3909
O: -3.329 -1.326 2.508  -0.6118
O: -3.623 2.444 -0.085  -0.7877
H: 1.313 -3.864 2.181  0.3179
H: 2.313 -0.163 -2.973  0.3422
C: 2.688 -2.709 0.733  -0.1862
H: 2.555 -0.243 0.395  0.2539
H: -2.780 2.821 -3.126  0.2771
H: 3.195 -2.051 1.487  0.0363
O: -1.444 1.119 2.288  -0.5047
C: 0.925 1.658 -0.286  0.6422
H: -2.922 2.519 0.611  0.3435
H: 1.870 1.832 -0.792  -0.6244
O: 3.421 0.257 2.337  -0.6187
H: -4.273 0.612 -2.634  0.4053
O: -3.865 -0.192 0.173  -0.5316
H: 0.702 -2.013 0.975  -0.8149
H: -3.022 -0.542 2.091  0.2006
H: 4.779 1.982 -1.765  0.2942
H: 3.475 1.813 0.932  0.3708
H: 0.602 -1.321 4.202  0.2705
C: 2.159 -3.903 1.563  -1.2696
H: 4.045 0.670 2.829  0.2791
H: 2.816 -0.208 2.949  0.2357
C: 0.632 0.184 -0.055  0.7194
H: -1.684 -3.942 0.905  0.2325
O: 3.990 2.430 -1.901  -0.6508
H: 0.173 0.181 1.007  -0.5626
O: -0.476 0.563 -2.838  -0.5241
O: 0.579 -0.839 3.387  -0.5179

The calculation puts the HOMO energy at -8.678 eV. The value obtained for the molar mass is 353.4 g/mol. Its total energy is -37073.14334 eV. The energy relative to the best compared isomer or geometry (same formula, charge and spin) is 106.7 kcal per mole.


Which maximum force belongs to each record? In order, 0.0928, 0.1006, 0.0933, 0.1179 Eh/bohr.